A cluster of 12 separate species, C12H48O12 in total at a distorted geometry. Source: OMol25; level of theory: ωB97M-V/def2-TZVPD.

Each atom is followed by the atoms it is bonded to, with distances in Å.
Geometry (Å):
1 C -31.412 16.909 -1.549  O2 1.414, H3 1.090, H4 1.090, H5 1.090
2 O -30.553 16.457 -0.522  C1 1.414, H6 0.960
3 H -32.459 17.063 -1.286  C1 1.090
4 H -31.022 17.832 -1.979  C1 1.090
5 H -31.440 16.209 -2.384  C1 1.090
6 H -30.647 17.052 0.225  O2 0.960
7 C -37.527 19.635 -3.470  O8 1.392, H9 1.090, H10 1.090, H11 1.090
8 O -37.443 20.442 -2.338  C7 1.392, H12 0.960
9 H -38.348 18.925 -3.372  C7 1.090
10 H -37.681 20.245 -4.361  C7 1.090
11 H -36.588 19.085 -3.532  C7 1.090
12 H -37.782 21.273 -2.678  O8 0.960
13 C -25.878 19.710 -3.335  O14 1.428, H15 1.090, H16 1.090, H17 1.090
14 O -24.544 19.754 -3.846  C13 1.428, H18 0.960
15 H -25.933 19.424 -2.285  C13 1.090
16 H -26.405 20.650 -3.498  C13 1.090
17 H -26.392 18.914 -3.874  C13 1.090
18 H -24.060 20.424 -3.358  O14 0.960
19 C -24.203 16.464 2.726  O20 1.382, H21 1.090, H22 1.090, H23 1.090
20 O -23.275 16.137 3.697  C19 1.382, H24 0.960
21 H -24.196 17.551 2.643  C19 1.090
22 H -24.022 15.994 1.760  C19 1.090
23 H -25.193 16.079 2.970  C19 1.090
24 H -23.195 15.181 3.654  O20 0.960
25 C -35.238 15.901 -8.853  O26 1.385, H27 1.090, H28 1.090, H29 1.090
26 O -34.998 15.443 -7.569  C25 1.385, H30 0.960
27 H -36.050 15.425 -9.404  C25 1.090
28 H -35.371 16.983 -8.843  C25 1.090
29 H -34.356 15.636 -9.437  C25 1.090
30 H -34.396 14.695 -7.578  O26 0.960
31 C -28.165 10.766 2.251  O32 1.412, H33 1.090, H34 1.090, H35 1.090
32 O -26.946 10.194 1.827  C31 1.412, H36 0.960
33 H -28.271 11.789 1.889  C31 1.090
34 H -28.893 10.087 1.808  C31 1.090
35 H -28.356 10.821 3.323  C31 1.090
36 H -26.835 10.452 0.909  O32 0.960
37 C -29.767 19.444 5.540  O38 1.423, H39 1.090, H40 1.090, H41 1.090
38 O -30.247 19.359 4.203  C37 1.423, H42 0.960
39 H -29.756 20.468 5.913  C37 1.090
40 H -30.456 18.810 6.098  C37 1.090
41 H -28.783 18.995 5.678  C37 1.090
42 H -31.093 19.810 4.146  O38 0.960
43 C -28.481 16.286 -9.113  O44 1.417, H45 1.090, H46 1.090, H47 1.090
44 O -28.298 17.539 -9.747  C43 1.417, H48 0.960
45 H -28.593 15.497 -9.856  C43 1.090
46 H -27.521 16.078 -8.640  C43 1.090
47 H -29.318 16.246 -8.415  C43 1.090
48 H -27.503 17.495 -10.284  O44 0.960
49 C -32.247 21.167 -6.825  O50 1.406, H51 1.090, H52 1.090, H53 1.090
50 O -30.979 21.650 -7.193  C49 1.406, H54 0.960
51 H -32.169 20.198 -6.333  C49 1.090
52 H -32.787 21.846 -6.165  C49 1.090
53 H -32.860 21.149 -7.727  C49 1.090
54 H -30.573 20.977 -7.744  O50 0.960
55 C -35.681 22.489 3.353  O56 1.443, H57 1.090, H58 1.090, H59 1.090
56 O -35.097 21.461 2.526  C55 1.443, H60 0.960
57 H -35.044 22.866 4.153  C55 1.090
58 H -36.088 23.351 2.824  C55 1.090
59 H -36.549 22.083 3.872  C55 1.090
60 H -35.723 21.411 1.799  O56 0.960
61 C -39.208 15.598 1.251  O62 1.429, H63 1.090, H64 1.090, H65 1.090
62 O -39.697 14.861 2.373  C61 1.429, H66 0.960
63 H -39.839 15.422 0.380  C61 1.090
64 H -39.308 16.626 1.598  C61 1.090
65 H -38.155 15.392 1.056  C61 1.090
66 H -40.648 14.945 2.476  O62 0.960
67 C -27.389 11.603 -3.694  O68 1.365, H69 1.090, H70 1.090, H71 1.090
68 O -26.132 11.440 -3.185  C67 1.365, H72 0.960
69 H -28.004 10.783 -3.322  C67 1.090
70 H -27.861 12.548 -3.426  C67 1.090
71 H -27.306 11.512 -4.777  C67 1.090
72 H -25.608 12.162 -3.540  O68 0.960

Properties
SMILES string	CO.CO.CO.CO.CO.CO.CO.CO.CO.CO.CO.CO
HOMO level	-0.3720	hartree
E_tot	-37784.6994	eV